Record 1
ORCA calculation (ωB97M-V with the def2-TZVPD basis set) on a molecular structure, C5H16O7Ti.

Computed properties:
**Kohn-Sham gap (spin up / spin down)**: 0.1090 / 0.1078 Eh
**LUMO level (spin up / spin down)**: 1.9 / 1.5 eV
**2S+1**: 4
**Charge**: -1
**E_HOMO (spin up / spin down)**: -0.0384 / -0.0539 Ha

XYZ file:
```
29
Properties=species:S:1:pos:R:3:lowdin_charge:R:1
Ti 0.238 0.700 -0.448 0.725
C 3.854 0.966 -1.904 -1.211
O 4.345 1.509 -2.880 -0.078
O 3.708 1.585 -0.823 -0.123
O 3.515 -0.215 -1.912 -0.135
C 3.666 -1.562 3.057 -0.142
O 2.708 -0.512 2.709 -0.157
H 3.345 -1.995 4.005 0.064
H 3.670 -2.310 2.264 0.071
H 4.702 -1.245 3.175 0.069
H 3.103 0.031 2.023 0.056
C -2.478 1.230 -3.970 -0.183
O -1.383 1.889 -3.341 -0.149
H -2.919 1.668 -4.865 0.072
H -2.316 0.181 -4.216 0.071
H -3.300 1.160 -3.258 0.068
H -0.797 2.186 -4.040 0.082
C -0.935 -3.379 0.610 -0.185
O -1.486 -2.438 -0.266 -0.157
H -1.231 -4.415 0.450 0.071
H 0.143 -3.266 0.489 0.088
H -1.230 -3.217 1.646 0.072
H -2.443 -2.510 -0.260 0.071
C -3.006 2.442 1.711 -0.190
O -1.717 2.068 2.095 -0.173
H -2.944 2.951 0.749 0.080
H -3.615 1.538 1.705 0.072
H -3.421 3.110 2.466 0.074
H -1.775 1.853 3.029 0.077
```

=====

Record 2
ORCA calculation (ωB97M-V with the def2-TZVPD basis set) on 2 unconnected molecules or ions with the total composition C6H5NO2S.

Computed properties:
**Kohn-Sham gap (spin up / spin down)**: 0.2626 / 0.2565 Eh
**LUMO level (spin up / spin down)**: -0.8 / -1.1 eV
**E_HOMO (spin up / spin down)**: -0.2920 / -0.2952 Ha

XYZ file:
```
15
Properties=species:S:1:pos:R:3:lowdin_charge:R:1
C -0.177 1.858 0.299 -0.057
C -1.230 1.438 -0.565 -0.077
C 0.710 0.948 0.768 -0.138
C -1.494 0.122 -0.742 -0.040
C 0.527 -0.388 0.410 -0.120
C -0.960 -2.140 0.054 -0.220
N -0.591 -0.775 -0.163 -0.082
O -1.786 -2.664 -0.625 0.109
O 4.480 -1.317 -0.262 -0.689
S 3.530 -0.694 0.668 0.732
H 0.012 2.871 0.582 0.102
H -1.836 2.273 -1.169 0.155
H 1.549 1.205 1.322 0.042
H -2.436 -0.206 -1.358 0.168
H -0.298 -2.531 0.780 0.114
```

=====

Record 3
ORCA calculation (ωB97M-V with the def2-TZVPD basis set) on a gas-phase ion, C4H8N3 (charge +1).

Computed properties:
**Kohn-Sham gap (spin up / spin down)**: 0.2927 / 0.3026 Eh
**LUMO level (spin up / spin down)**: -5.7 / -6.4 eV
**Charge**: +1
**E_HOMO (spin up / spin down)**: -0.5033 / -0.5386 Ha

XYZ file:
```
15
Properties=species:S:1:pos:R:3:lowdin_charge:R:1
C -1.459 -0.777 0.611 0.123
C -2.542 -0.059 -0.051 -0.004
C 0.046 0.836 -0.485 -0.040
C 1.886 -0.265 0.695 0.033
N 0.361 -1.581 -0.536 0.222
N -1.189 0.493 0.276 -0.050
N 0.971 -0.441 -0.511 -0.264
H -2.743 -0.379 -1.010 0.095
H -3.168 0.413 0.703 0.126
H -0.055 1.215 -1.556 0.164
H 0.393 1.763 -0.064 0.123
H 1.311 -0.073 1.614 0.109
H 2.143 -1.267 1.006 0.103
H 2.559 0.573 0.638 0.109
H 1.484 -0.451 -1.330 0.151
```

=====

Record 4
ORCA calculation (ωB97M-V with the def2-TZVPD basis set) on 8 unconnected molecules or ions with the total composition C30H39Cl2F21O14.

Computed properties:
**Kohn-Sham gap**: 0.3951 Eh
**LUMO level**: 0.4 eV
**E_HOMO**: -0.3792 Ha
**Structure (SMILES)**: CCOC(=O)C(F)(F)F.CCOC(=O)C(F)(F)F.CCOC(=O)C(F)(F)F.CCOC(=O)C(F)(F)F.CCOC(=O)C(F)(F)F.CCOC(=O)C(F)(F)F.CCOC(=O)C(F)(F)F.ClCCCl

XYZ file:
```
106
Properties=species:S:1:pos:R:3:lowdin_charge:R:1
C 2.218 7.952 0.865 -0.054
C 2.993 6.878 0.151 -0.191
O 3.203 5.782 1.071 0.032
C 3.836 4.735 0.599 -0.428
O 4.425 4.690 -0.428 0.184
C 3.771 3.535 1.563 -0.533
F 3.182 2.481 0.948 0.146
F 5.011 3.184 1.884 0.182
F 3.098 3.795 2.681 0.174
H 2.699 8.185 1.816 0.089
H 1.181 7.708 1.087 0.062
H 2.253 8.845 0.239 0.085
H 3.978 7.243 -0.139 0.130
H 2.476 6.501 -0.732 0.133
C 5.759 -4.410 -4.339 -0.066
C 6.635 -4.289 -3.127 -0.205
O 6.020 -4.803 -1.932 0.037
C 5.301 -3.950 -1.223 -0.415
O 5.005 -2.867 -1.567 0.196
C 4.907 -4.602 0.121 -0.563
F 4.842 -3.692 1.075 0.185
F 3.698 -5.158 -0.014 0.152
F 5.753 -5.544 0.508 0.177
H 4.897 -3.737 -4.352 0.082
H 5.379 -5.397 -4.593 0.082
H 6.340 -4.064 -5.204 0.085
H 7.121 -3.319 -3.011 0.131
H 7.519 -4.925 -3.259 0.126
C -7.865 5.803 1.003 -0.053
C -6.797 6.826 0.660 -0.188
O -5.934 6.402 -0.408 0.050
C -5.190 5.353 -0.199 -0.432
O -5.080 4.751 0.817 0.175
C -4.366 4.997 -1.446 -0.559
F -5.144 4.272 -2.266 0.162
F -3.964 6.063 -2.110 0.189
F -3.303 4.266 -1.130 0.164
H -8.377 5.558 0.073 0.087
H -8.528 6.182 1.777 0.085
H -7.420 4.903 1.425 0.073
H -6.241 7.169 1.532 0.113
H -7.270 7.705 0.226 0.127
C -5.447 -1.483 -3.770 -0.048
C -4.505 -0.832 -2.762 -0.206
O -4.085 -1.758 -1.764 0.043
C -3.089 -2.532 -2.111 -0.438
O -2.489 -2.479 -3.116 0.193
C -2.782 -3.555 -1.010 -0.560
F -3.905 -3.975 -0.450 0.182
F -2.169 -4.610 -1.551 0.147
F -1.999 -3.051 -0.058 0.175
H -4.837 -2.017 -4.505 0.079
H -6.151 -0.793 -4.207 0.076
H -5.962 -2.309 -3.270 0.088
H -5.024 -0.031 -2.237 0.123
H -3.654 -0.345 -3.230 0.122
C -0.741 1.445 -0.666 -0.052
C 0.702 1.318 -0.254 -0.229
O 1.255 0.010 -0.299 0.060
C 1.071 -0.796 0.717 -0.414
O 0.455 -0.537 1.686 0.194
C 1.676 -2.186 0.438 -0.520
F 1.049 -2.852 -0.539 0.162
F 2.967 -2.032 0.112 0.162
F 1.609 -2.940 1.541 0.162
H -0.967 2.476 -0.944 0.065
H -1.459 1.099 0.076 0.084
H -0.936 0.901 -1.597 0.085
H 0.786 1.656 0.793 0.109
H 1.327 2.073 -0.729 0.121
C 3.852 -7.601 2.402 -0.054
C 2.536 -8.357 2.485 -0.195
O 1.442 -7.537 2.091 0.024
C 0.853 -6.817 3.022 -0.410
O 1.094 -6.838 4.178 0.191
C -0.168 -5.826 2.419 -0.512
F -1.407 -6.317 2.483 0.177
F -0.144 -4.711 3.177 0.158
F 0.137 -5.480 1.155 0.151
H 4.144 -7.362 1.379 0.060
H 4.676 -8.172 2.834 0.086
H 3.802 -6.680 2.991 0.089
H 2.400 -8.730 3.500 0.123
H 2.610 -9.229 1.836 0.128
C -0.586 4.881 0.918 -0.046
C -1.459 4.394 2.054 -0.150
O -2.494 5.359 2.353 0.043
C -2.146 6.446 2.971 -0.443
O -1.063 6.725 3.341 0.185
C -3.315 7.444 3.076 -0.549
F -4.297 6.984 3.863 0.167
F -2.890 8.561 3.626 0.187
F -3.810 7.700 1.856 0.164
H 0.186 4.123 0.743 0.071
H -0.084 5.814 1.168 0.058
H -1.095 5.015 -0.033 0.074
H -0.888 4.203 2.959 0.133
H -1.963 3.497 1.706 0.124
Cl 1.246 -8.542 -2.362 0.544
C 0.902 -7.114 -1.347 -0.684
C 1.550 -5.843 -1.857 -0.666
Cl 0.600 -5.227 -3.224 0.594
H 1.255 -7.359 -0.347 0.043
H -0.174 -7.021 -1.217 0.065
H 2.574 -6.118 -2.085 0.064
H 1.410 -5.136 -1.048 0.031
```

=====

How do the records compare in ΔE to the lowest compared entry with this formula, charge and spin? In the order shown, they have 56.3, 293.3, 1106.8, 0.0 kJ/mol.
How do the records compare in total energy? In the order shown, they have -1575.9711, -834.8787, -320.8698, -5237.5736 Ha.